w | # C2H2Cl3NO2

A cluster of 2 separate species, C2H2Cl3NO2 in total (ωB97M-V with the def2-TZVPD basis set, the Open Molecules 2025 dataset).

Summary:
* LUMO level: -0.6 eV
* E_HOMO: -8.56 eV
* total charge: 0
* HOMO-LUMO gap: 8.00 eV
* spin multiplicity: 1

Each line ends with the Mulliken charge.
Positions of all 10 atoms, in Å:
C -0.46 -0.74 0.22  0.0205
C -1.63 -0.04 -0.01  0.6694
N 0.53 -1.27 0.49  -0.4975
O 2.34 0.38 0.11  -0.2996
O 1.50 1.46 -0.27  -0.5849
Cl -2.84 -1.38 -0.21  -0.1120
Cl -2.15 1.10 1.31  -0.0761
Cl -1.47 0.82 -1.56  -0.0512
H 1.68 -0.31 0.73  0.5223
H 2.50 -0.02 -0.81  0.4089

=====

x | # C2H2Cl3NO2

A cluster of 2 separate species, C2H2Cl3NO2 in total (ωB97M-V with the def2-TZVPD basis set, the Open Molecules 2025 dataset).

Summary:
* LUMO level: -1.8 eV
* E_HOMO: -10.42 eV
* SMILES: O=[N+]([O-])/C=C/Cl.ClCl
* total charge: 0
* HOMO-LUMO gap: 8.63 eV
* spin multiplicity: 1

Each line ends with the Mulliken charge.
Positions of all 10 atoms, in Å:
O 1.64 2.54 -0.68  -0.5598
N 1.01 1.86 0.08  0.9295
O 1.33 1.74 1.23  -0.4953
C -0.10 1.12 -0.38  -0.2699
C -1.26 0.82 0.32  -0.1818
Cl -2.31 -0.47 -0.24  -0.1126
H -0.04 0.84 -1.49  0.3291
H -1.38 1.33 1.25  0.3659
Cl 2.01 -1.42 0.12  -0.0038
Cl 0.22 -2.47 0.20  -0.0012

=====

How do the structures above rank in stability at the extremes? x comes first and w comes last.